ORCA calculation (wB97M-V/def2-TZVPD) on a molecular structure, C15H24Cl2CrNO2P at a distorted geometry.

Properties
**Spin multiplicity**: 5
**E_tot**: -84281.681 eV
**F_max**: 0.0534 Eh/bohr
**Energy above the lowest of the compared OMol25 structures with the same formula, charge and spin**: 7.8 kcal/mol
**HOMO-LUMO gap (alpha / beta)**: 7.73 / 8.20 eV

The geometry in XYZ format:
```
46
Properties=species:S:1:pos:R:3:mulliken_spin:R:1
Cr -0.89769 -0.05300 0.72996 4.124
Cl -0.80304 -4.41473 3.64748 0.001
Cl 0.00857 -1.65080 3.15555 0.018
P -1.69155 -0.12396 -1.44462 -0.132
O -1.63629 -1.93712 0.70980 0.006
O -1.32621 -4.21340 0.72827 0.015
N 0.66115 2.33365 1.07654 0.033
C -1.52508 1.36739 -2.46707 -0.005
C 1.99782 0.22066 1.54948 -0.001
C 3.13279 -1.47891 -1.66541 0.022
C -3.35990 -0.74839 -1.70719 0.017
C -1.39380 -3.11885 1.26859 0.011
C 0.79072 -0.58279 -0.47468 0.069
C 0.73644 -1.18772 -1.71899 -0.119
C 1.91397 -1.62626 -2.34617 -0.014
C 1.98975 -0.41814 0.18886 -0.197
C 3.17449 -0.89379 -0.40112 -0.015
C 0.84611 1.19191 1.94411 -0.002
C 1.38006 2.53937 -0.16229 0.011
C -1.21590 -2.93974 2.80995 0.007
C -0.64789 -1.42137 -2.26335 -0.005
C 0.31626 3.55791 1.76674 0.008
H -2.06809 1.20878 -3.41269 -0.006
H 4.05271 -1.83506 -2.12247 0.002
H 0.91370 4.42432 1.44075 0.001
H -2.16015 -2.53841 3.21268 0.001
H -0.46790 1.60094 -2.65938 0.000
H 1.95538 -0.58062 2.30131 -0.003
H -0.19894 0.77510 2.27859 0.001
H -1.98049 2.19438 -1.90004 0.006
H -2.23598 0.82451 1.45231 0.129
H 0.71290 2.40044 -1.04379 0.000
H -3.44104 -1.70875 -1.17533 0.000
H -1.05010 -2.37541 -1.87276 0.002
H 0.47507 3.45298 2.84871 0.000
H -0.74579 -1.39933 -3.35875 -0.001
H 4.11121 -0.77951 0.15173 -0.001
H -1.95940 1.29142 0.63371 0.009
H 1.17250 1.58259 2.95099 0.006
H 1.84395 -2.08916 -3.33144 0.000
H -4.06919 -0.02289 -1.28292 0.000
H 2.93613 0.77201 1.69861 0.005
H -3.52900 -0.87155 -2.78846 -0.003
H 1.76022 3.56789 -0.22675 0.002
H 2.26913 1.90858 -0.32181 -0.003
H -0.74758 3.79483 1.60272 0.002
```

---

ORCA calculation (wB97M-V/def2-TZVPD) on a molecular structure, C15H24ClF6IrN3O13P2S3 at a distorted geometry.

Properties
**Spin multiplicity**: 2
**E_tot**: -129780.585 eV
**F_max**: 0.0668 Eh/bohr
**Energy above the lowest of the compared OMol25 structures with the same formula, charge and spin**: 22.7 kcal/mol
**HOMO-LUMO gap (alpha / beta)**: 7.26 / 6.45 eV

The geometry in XYZ format:
```
68
Properties=species:S:1:pos:R:3:mulliken_spin:R:1
Ir -0.41077 -0.06201 0.66860 -0.003
Cl -1.65509 2.93181 0.25413 0.001
S 2.93540 2.69782 -2.12385 0.027
S 1.27465 0.00342 -1.76739 0.362
S 3.27416 -0.35506 -0.10794 0.554
P 0.37225 0.87150 3.79571 0.000
P 1.83406 2.26687 1.77526 -0.001
F 1.30968 -4.27421 -1.06169 0.000
F -0.21112 -5.41221 -0.02091 0.000
F 2.45809 -3.31204 1.23151 0.001
F 1.10806 -2.81000 2.84600 0.000
F -0.78253 -3.85337 -1.39053 -0.001
F 1.15672 -4.81975 2.06853 0.000
O 0.85272 2.21432 3.03814 0.000
O 1.63484 3.74099 1.25632 0.000
O 1.40189 0.34402 4.68868 0.000
O -0.25985 -0.12402 2.81117 -0.002
O -1.47523 2.13161 1.45500 0.001
O -0.99814 2.29172 -0.85580 0.000
O -2.05644 -0.34955 -1.43581 0.002
O 0.43090 -1.92334 0.11534 0.022
O 1.28701 1.26856 0.73377 -0.003
O -0.90778 1.47463 4.56942 0.000
O -1.10290 4.23210 0.45936 0.000
O 3.25396 2.02568 2.08040 0.003
O -3.05374 3.02626 -0.02596 0.000
N -2.63211 -0.22582 0.72219 -0.002
N -3.06841 0.04077 2.95079 0.000
N -4.20313 0.29513 -0.95032 0.000
C 2.07243 1.99834 -3.57103 -0.001
C 3.47170 -1.55459 -1.48260 0.016
C 4.46081 0.92830 -0.58178 -0.008
C 0.11247 -4.18185 -0.44395 0.001
C -4.81114 0.48317 1.33475 0.001
C -2.92386 -0.10342 -0.60197 0.002
C -5.10164 0.58626 0.02040 0.000
C -1.23772 -3.17308 1.39706 0.000
C 2.35178 -1.30815 -2.49108 -0.039
C 0.90589 1.10514 -3.17183 0.032
C 1.21918 -3.51745 1.72101 -0.002
C 0.11944 -3.12184 0.69088 -0.005
C -3.47918 0.11970 1.69554 0.000
C -4.47504 0.61982 -2.34437 0.000
C 4.33407 1.52520 -1.97428 0.009
H 4.21590 0.76032 -2.74069 -0.007
H -4.41688 1.69939 -2.48794 0.000
H 1.72074 -2.18536 -2.61385 0.002
H 4.31341 1.68155 0.19660 -0.003
H 5.45061 0.48318 -0.45428 0.027
H 3.37966 -2.53213 -1.01671 0.000
H -0.61941 2.21472 5.12034 0.000
H -3.61913 0.45955 3.68044 0.000
H -6.07372 0.91499 -0.32017 0.000
H 1.70718 2.85246 -4.14077 -0.002
H -2.01444 -2.96913 0.66125 0.000
H -1.40355 -4.14562 1.85636 0.000
H 0.72546 3.98842 1.00930 0.000
H 2.80515 1.46959 -4.17902 0.001
H 2.72662 -0.99350 -3.46320 -0.003
H 5.23769 2.09713 -2.18212 0.002
H -3.71420 0.14002 -2.95100 0.000
H 4.46593 -1.45267 -1.91241 0.000
H -5.53924 0.72302 2.09234 0.000
H 0.55014 0.50615 -4.01229 0.019
H -1.24806 -2.39158 2.15585 0.000
H -5.46272 0.26022 -2.62687 0.000
H 0.08621 1.68868 -2.75653 -0.002
H -2.05972 -0.01076 3.10851 0.000
```

---

ORCA calculation (wB97M-V/def2-TZVPD) on a molecular structure, C15H24CrN4O3.

Properties
**Spin multiplicity**: 5
**E_tot**: -56452.253 eV
**Net charge**: +2
**F_max**: 0.0160 Eh/bohr
**Energy above the lowest of the compared OMol25 structures with the same formula, charge and spin**: 0.0 kcal/mol
**HOMO-LUMO gap (alpha / beta)**: 8.11 / 8.17 eV

The geometry in XYZ format:
```
47
Properties=species:S:1:pos:R:3:mulliken_spin:R:1
Cr -1.24961 0.51215 0.49663 3.961
O -0.26625 -0.76292 1.64516 0.073
O -1.75527 -1.15760 -0.24090 -0.047
O -0.82622 2.22884 1.35663 -0.050
N -0.40761 0.93512 -1.74302 -0.054
N 0.73389 1.18458 -3.98183 -0.001
N -0.49413 -2.00023 1.24938 -0.001
N -1.23391 -2.24961 0.27635 0.021
C -0.45735 4.13084 2.68274 0.003
C -0.74015 0.96782 -4.20753 0.004
C 1.95561 -3.78299 3.37677 -0.002
C 1.57703 -5.10203 3.17644 0.003
C 0.19672 -3.07972 1.93959 -0.008
C 0.49071 -5.40042 2.36231 -0.001
C -0.98365 2.75985 2.47093 0.003
C -1.41403 0.85137 -2.82005 0.027
C 1.26213 -2.75396 2.75609 0.004
C 0.58011 -0.15130 -1.91878 -0.009
C 0.96240 2.43774 -3.18173 0.002
C -0.21292 -4.38779 1.73495 0.002
C -1.66798 2.00579 3.55701 0.017
C 0.28231 2.24141 -1.80681 -0.007
C 1.32628 0.00050 -3.26556 0.004
H 0.62790 4.10766 2.54722 0.003
H -0.44540 3.03060 -1.63402 0.002
H 2.03633 2.58391 -3.10081 0.001
H -1.69801 2.55056 4.49446 0.001
H 2.38946 0.19052 -3.14119 0.000
H 0.05140 -1.09904 -1.88484 -0.003
H 2.12431 -5.90147 3.65919 0.000
H -0.84873 0.06474 -4.80321 0.001
H 1.01745 2.28440 -1.00630 0.015
H -0.85710 4.79446 1.91340 0.002
H 1.53836 -1.72026 2.90231 0.002
H -0.69044 4.52062 3.66808 0.000
H -1.15397 1.05094 3.69998 0.002
H 0.18440 -6.42784 2.22034 0.000
H 1.19129 1.28611 -4.88708 0.000
H -2.69090 1.77688 3.24521 0.007
H -2.14081 1.64996 -2.68513 0.003
H -1.06741 -4.60700 1.11005 0.000
H -1.11064 1.81100 -4.78500 0.000
H 1.20074 -0.86705 -3.90844 0.000
H 0.54068 3.26616 -3.74508 0.000
H 2.79412 -3.54979 4.01867 0.000
H 1.28369 -0.12469 -1.08833 0.013
H -1.93484 -0.09880 -2.72425 0.007
```